{
  "formula": "C3H6BNO3",
  "method": "the ωB97M-V functional and the def2-TZVPD basis",
  "relative_energy_kj_mol": 224.71,
  "homo_lumo_gap_ev": 10.55,
  "smiles": "C1=NCOC1.O=BO",
  "elements": ["C", "N", "C", "O", "C", "H", "H", "H", "H", "H", "O", "B", "O", "H"],
  "coordinates": [[-1.32, -0.98, 0.21], [-0.21, -0.63, -0.32], [-0.15, 0.77, -0.40], [-1.48, 1.30, -0.30], [-2.23, 0.24, 0.34], [-1.57, -2.07, 0.54], [0.57, 1.10, 0.54], [0.51, 1.24, -1.26], [-2.45, 0.45, 1.47], [-3.12, 0.22, -0.29], [3.78, 0.89, 0.42], [3.13, 0.00, -0.05], [2.69, -1.11, -0.57], [1.86, -1.41, -0.34]],
  "mulliken_charge": [-0.077, -0.293, -0.299, -0.370, -0.253, 0.316, 0.234, 0.240, 0.221, 0.254, -0.426, 0.407, -0.349, 0.397]
}

---

{
  "formula": "C3H6Br6O",
  "method": "the ωB97M-V functional and the def2-TZVPD basis",
  "relative_energy_kj_mol": 0.00,
  "homo_lumo_gap_ev": 10.03,
  "elements": ["C", "O", "H", "H", "H", "H", "C", "Br", "Br", "Br", "H", "C", "Br", "Br", "Br", "H"],
  "coordinates": [[-0.40, -3.60, -1.97], [0.70, -4.47, -1.51], [-1.22, -3.83, -1.33], [0.00, -2.58, -1.99], [-0.65, -3.91, -2.96], [1.18, -4.82, -2.28], [0.14, 4.08, 3.25], [-1.77, 4.55, 3.22], [0.51, 2.49, 4.28], [1.21, 5.64, 3.83], [0.37, 3.90, 2.20], [-0.07, 0.36, -0.94], [0.34, 1.27, 0.79], [1.46, 0.62, -2.16], [-1.65, 1.03, -1.76], [-0.14, -0.74, -0.68]],
  "mulliken_charge": [-0.259, -0.530, 0.221, -0.008, 0.299, 0.298, -0.189, -0.007, -0.009, -0.031, 0.188, -0.214, 0.043, -0.013, 0.026, 0.186]
}

---

{
  "formula": "C3H6BrClIN",
  "method": "the ωB97M-V functional and the def2-TZVPD basis",
  "relative_energy_kj_mol": 45.07,
  "homo_lumo_gap_ev": 8.38,
  "elements": ["C", "C", "C", "N", "Cl", "Br", "I", "H", "H", "H", "H", "H", "H"],
  "coordinates": [[-0.68, 0.67, -1.03], [-0.76, 0.03, 1.29], [1.06, -0.74, -0.13], [-0.20, -0.19, 0.00], [1.32, -1.68, -1.65], [1.75, -1.89, 1.33], [2.67, 1.00, 0.00], [0.01, 1.41, -1.35], [-0.73, 0.13, -2.01], [-1.77, 0.96, -0.89], [-1.92, 0.06, 1.09], [-0.38, -0.76, 1.90], [-0.38, 1.00, 1.45]],
  "mulliken_charge": [-0.835, -0.810, 0.077, -0.066, -0.130, -0.082, 0.003, 0.337, 0.338, 0.271, 0.231, 0.247, 0.418]
}

---

{
  "formula": "C3H6BrN2OP",
  "method": "the ωB97M-V functional and the def2-TZVPD basis",
  "relative_energy_kj_mol": 129.43,
  "homo_lumo_gap_ev": [7.82, 7.82],
  "elements": ["C", "C", "C", "N", "N", "O", "P", "Br", "H", "H", "H", "H", "H", "H"],
  "coordinates": [[0.33, 1.10, 0.31], [1.04, -1.25, -0.14], [1.43, 0.26, -0.28], [-0.61, 0.78, 1.10], [-1.77, 0.70, 1.37], [-1.87, 0.72, -1.33], [-2.81, 0.65, -0.18], [-3.03, -1.57, 0.41], [0.50, 2.15, -0.11], [1.75, -1.96, -0.58], [0.10, -1.40, -0.63], [0.88, -1.31, 0.89], [1.84, 0.69, -1.23], [2.24, 0.43, 0.40]],
  "mulliken_charge": [0.082, -1.080, -0.341, 0.454, -0.677, -0.464, 0.371, -0.254, 0.300, 0.330, 0.250, 0.350, 0.371, 0.308]
}

---

{
  "formula": "C3H6BrNO",
  "method": "the ωB97M-V functional and the def2-TZVPD basis",
  "relative_energy_kj_mol": 19.90,
  "spin_multiplicity": 3,
  "homo_lumo_gap_ev": [4.99, 5.38],
  "s2": 2.0170,
  "elements": ["C", "C", "C", "N", "O", "Br", "H", "H", "H", "H", "H", "H"],
  "coordinates": [[-0.36, -1.47, 0.18], [-0.42, 0.89, 0.84], [0.89, 0.21, -1.15], [0.06, -0.14, -0.01], [-0.04, -2.39, -0.50], [-1.60, -1.87, 1.70], [0.16, 1.82, 0.82], [-1.58, 1.11, 0.67], [-0.58, 0.60, 1.81], [1.77, -0.44, -1.48], [0.36, 0.44, -2.05], [1.33, 1.22, -0.83]],
  "mulliken_spin": [0.460, 0.007, 0.021, 0.408, 0.502, 0.498, 0.001, 0.040, 0.026, 0.004, 0.031, 0.001]
}

---

{
  "formula": "C3H6BrNO2S",
  "method": "the ωB97M-V functional and the def2-TZVPD basis",
  "relative_energy_kj_mol": 152.86,
  "spin_multiplicity": 3,
  "homo_lumo_gap_ev": [5.89, 6.32],
  "s2": 2.0058,
  "elements": ["C", "C", "C", "N", "O", "O", "S", "Br", "H", "H", "H", "H", "H", "H"],
  "coordinates": [[0.49, -1.60, -0.32], [0.19, -1.43, 1.14], [-0.44, -0.50, 0.23], [-0.21, 1.67, -1.49], [-0.38, 2.02, 1.18], [1.70, 1.05, 0.23], [0.27, 1.19, 0.11], [-2.36, -0.30, 0.13], [1.44, -1.34, -0.69], [-0.07, -2.35, -0.87], [-0.65, -1.99, 1.61], [0.88, -1.07, 1.89], [-1.18, 2.14, -1.37], [0.32, 2.50, -1.77]],
  "mulliken_spin": [0.107, 0.054, 0.503, -0.007, 0.003, 0.011, 0.000, 1.281, 0.013, 0.004, 0.011, 0.016, 0.001, 0.001]
}

---

{
  "formula": "C3H6BrNO3",
  "method": "the ωB97M-V functional and the def2-TZVPD basis",
  "relative_energy_kj_mol": 0.00,
  "homo_lumo_gap_ev": 10.66,
  "smiles": "C[C@](O)(Br)C[N+](=O)[O-]",
  "elements": ["C", "C", "O", "Br", "C", "N", "O", "O", "H", "H", "H", "H", "H", "H"],
  "coordinates": [[-0.38, 1.47, 0.09], [-0.69, 0.05, -0.30], [-0.42, -0.30, -1.59], [-2.64, -0.33, 0.12], [0.17, -1.01, 0.67], [1.57, -1.02, 0.25], [2.22, -0.02, 0.46], [1.98, -2.02, -0.28], [-0.90, 2.18, -0.57], [-0.69, 1.66, 1.11], [0.69, 1.64, 0.01], [-0.74, 0.37, -2.20], [0.08, -0.66, 1.70], [-0.25, -2.01, 0.53]],
  "mulliken_charge": [-1.200, 0.453, -0.491, -0.185, -0.711, 1.003, -0.573, -0.557, 0.375, 0.375, 0.344, 0.389, 0.360, 0.417]
}

---

{
  "formula": "C3H6BrNO4",
  "method": "the ωB97M-V functional and the def2-TZVPD basis",
  "relative_energy_kj_mol": 47.20,
  "homo_lumo_gap_ev": 9.89,
  "smiles": "CC(=C=O)[N+](=O)[O-].Br.O",
  "elements": ["C", "C", "C", "O", "N", "O", "O", "H", "H", "H", "Br", "H", "O", "H", "H"],
  "coordinates": [[-1.06, -1.31, 1.06], [0.06, -0.35, 1.37], [1.28, -0.72, 1.67], [2.35, -1.18, 1.82], [-0.20, 1.03, 1.02], [-1.29, 1.32, 0.61], [0.74, 1.81, 1.16], [-0.66, -2.18, 1.46], [-1.15, -1.39, -0.02], [-2.05, -0.97, 1.45], [-1.51, 1.99, -2.98], [-0.70, 3.06, -2.58], [1.18, -0.67, -2.00], [0.83, 0.20, -1.86], [2.17, -0.63, -2.16]],
  "mulliken_charge": [-1.089, -0.048, 0.710, -0.345, 0.980, -0.538, -0.625, 0.401, 0.265, 0.304, -0.224, 0.212, -0.613, 0.290, 0.319]
}

---

{
  "formula": "C3H6BrO2P",
  "method": "the ωB97M-V functional and the def2-TZVPD basis",
  "relative_energy_kj_mol": 84.48,
  "homo_lumo_gap_ev": 9.70,
  "elements": ["C", "C", "C", "O", "O", "P", "Br", "H", "H", "H", "H", "H", "H"],
  "coordinates": [[0.07, -0.43, -0.42], [-1.02, 1.55, -0.98], [0.88, -1.24, 0.60], [-0.43, -0.86, -1.45], [-0.28, 0.80, -0.05], [2.83, -1.19, -0.60], [3.67, 0.69, 0.26], [-2.00, 1.63, -0.57], [-1.00, 0.96, -1.98], [-0.61, 2.54, -0.99], [0.95, -0.87, 1.69], [0.63, -2.32, 0.44], [3.44, -2.08, 0.29]],
  "mulliken_charge": [0.802, -0.618, -0.800, -0.609, -0.329, 0.160, -0.138, 0.238, 0.333, 0.222, 0.290, 0.355, 0.095]
}

---

{
  "formula": "C3H6CaO3",
  "method": "the ωB97M-V functional and the def2-TZVPD basis",
  "relative_energy_kj_mol": 232.55,
  "homo_lumo_gap_ev": [6.23, 5.27],
  "elements": ["C", "O", "C", "C", "O", "H", "H", "H", "H", "H", "Ca", "O", "H"],
  "coordinates": [[1.69, -1.12, -0.04], [0.67, -0.16, 0.20], [-0.66, -0.59, 0.04], [-1.53, 0.65, 0.27], [-2.72, 0.53, 0.44], [2.64, -0.60, 0.13], [1.57, -1.96, 0.66], [1.63, -1.48, -1.08], [-0.90, -1.38, 0.77], [-0.83, -0.98, -0.98], [0.80, 2.02, 0.84], [-0.83, 2.20, -0.62], [-1.52, 2.88, -0.64]],
  "mulliken_charge": [-0.623, -0.089, 0.004, -0.156, -0.460, 0.165, 0.306, 0.295, 0.340, 0.316, 0.416, -0.772, 0.258]
}

---

Repeat the tenth record exactly.
{
  "formula": "C3H6CaO3",
  "method": "the ωB97M-V functional and the def2-TZVPD basis",
  "relative_energy_kj_mol": 232.55,
  "homo_lumo_gap_ev": [6.23, 5.27],
  "elements": ["C", "O", "C", "C", "O", "H", "H", "H", "H", "H", "Ca", "O", "H"],
  "coordinates": [[1.69, -1.12, -0.04], [0.67, -0.16, 0.20], [-0.66, -0.59, 0.04], [-1.53, 0.65, 0.27], [-2.72, 0.53, 0.44], [2.64, -0.60, 0.13], [1.57, -1.96, 0.66], [1.63, -1.48, -1.08], [-0.90, -1.38, 0.77], [-0.83, -0.98, -0.98], [0.80, 2.02, 0.84], [-0.83, 2.20, -0.62], [-1.52, 2.88, -0.64]],
  "mulliken_charge": [-0.623, -0.089, 0.004, -0.156, -0.460, 0.165, 0.306, 0.295, 0.340, 0.316, 0.416, -0.772, 0.258]
}

---

What did the first record say?
{
  "formula": "C3H6BNO3",
  "method": "the ωB97M-V functional and the def2-TZVPD basis",
  "relative_energy_kj_mol": 224.71,
  "homo_lumo_gap_ev": 10.55,
  "smiles": "C1=NCOC1.O=BO",
  "elements": ["C", "N", "C", "O", "C", "H", "H", "H", "H", "H", "O", "B", "O", "H"],
  "coordinates": [[-1.32, -0.98, 0.21], [-0.21, -0.63, -0.32], [-0.15, 0.77, -0.40], [-1.48, 1.30, -0.30], [-2.23, 0.24, 0.34], [-1.57, -2.07, 0.54], [0.57, 1.10, 0.54], [0.51, 1.24, -1.26], [-2.45, 0.45, 1.47], [-3.12, 0.22, -0.29], [3.78, 0.89, 0.42], [3.13, 0.00, -0.05], [2.69, -1.11, -0.57], [1.86, -1.41, -0.34]],
  "mulliken_charge": [-0.077, -0.293, -0.299, -0.370, -0.253, 0.316, 0.234, 0.240, 0.221, 0.254, -0.426, 0.407, -0.349, 0.397]
}